56
Properties=species:S:1:pos:R:3 method="wB97M-V/def2-TZVPD" e_tot_ev=-125179.038 e_above_lowest_kcal_mol=43.25 e_lumo_ev="2.4575 / 2.4401" charge=-1 e_homo_ev="-4.953 / -5.071" multiplicity=2
Ru 0.604 0.199 0.821
C 2.205 2.612 0.052
N 1.102 2.224 0.959
C 1.501 2.655 2.319
C -0.134 2.936 0.541
C -1.343 2.260 1.146
N -1.292 0.868 0.723
C -2.414 0.095 0.875
C -2.491 -1.146 0.211
F -1.456 -1.530 -0.548
C -3.580 -1.976 0.298
F -3.557 -3.141 -0.377
C -4.702 -1.642 1.035
C -4.661 -0.428 1.677
F -5.715 -0.034 2.422
C -3.569 0.419 1.608
F -3.652 1.561 2.333
H 2.338 3.697 0.114
H 1.949 2.330 -0.966
H 3.110 2.090 0.343
H 1.763 3.717 2.283
H 2.363 2.066 2.624
H 0.703 2.485 3.029
H -0.198 2.855 -0.543
H -0.059 3.993 0.820
H -2.236 2.754 0.752
H -1.358 2.384 2.235
H -5.554 -2.300 1.110
N 0.540 0.381 -1.371
C 1.128 -0.354 -2.051
N 1.801 -1.150 -2.839
C 2.521 -0.586 -3.979
C 1.652 -0.711 -5.220
O 1.255 -2.055 -5.427
C 0.505 -2.559 -4.326
C 1.317 -2.519 -3.047
H 3.441 -1.161 -4.104
H 2.782 0.449 -3.764
H 2.200 -0.402 -6.110
H 0.765 -0.071 -5.112
H 0.230 -3.582 -4.579
H -0.413 -1.968 -4.203
H 2.198 -3.158 -3.130
H 0.761 -2.821 -2.162
O 3.900 -2.641 0.519
Se 2.585 -1.729 0.667
O 2.785 -0.117 0.197
O 1.967 -1.455 2.155
O 1.278 -2.208 -0.223
F -0.427 -1.042 5.747
C -0.795 -0.078 4.890
F -2.110 0.143 5.075
F -0.157 1.048 5.262
C -0.527 -0.496 3.416
O -1.103 -1.481 3.013
O 0.253 0.320 2.817